Entry 1:
{
  "formula": "C16H36F3O3S",
  "method": "wB97M-V/def2-TZVPD",
  "homo_lumo_gap_ev": 8.07,
  "charge": 1,
  "total_energy_ev": -42297.97993,
  "homo_ev": -11.4,
  "symbols": ["C", "C", "C", "C", "C", "C", "S", "C", "O", "C", "F", "F", "F", "H", "H", "H", "H", "H", "H", "H", "H", "H", "H", "H", "H", "H", "H", "H", "H", "C", "C", "O", "C", "C", "H", "H", "H", "H", "H", "H", "H", "H", "H", "H", "C", "C", "O", "C", "C", "H", "H", "H", "H", "H", "H", "H", "H", "H", "H"],
  "coordinates": [[1.53907, 0.82832, -1.45959], [2.40435, -0.10754, -2.30480], [2.26529, -1.59851, -1.99263], [0.85280, -2.16033, -2.29265], [0.03174, -2.33549, -1.01112], [-1.49532, -2.53740, -1.13947], [-2.19965, -2.19844, -2.76742], [-3.86400, -1.47450, -2.40914], [-3.94509, -0.10048, -2.62078], [-3.30858, 0.75045, -1.74017], [-3.27639, 0.23575, -0.49892], [-3.92643, 1.89193, -1.74248], [-2.02795, 0.92923, -2.12625], [2.00720, 1.09972, -0.51296], [0.53019, 0.44586, -1.28436], [1.40708, 1.76885, -2.00119], [3.45066, 0.15992, -2.13802], [2.21429, 0.06456, -3.36822], [2.47957, -1.76251, -0.93401], [2.99518, -2.13514, -2.59789], [0.96465, -3.13717, -2.76852], [0.39072, -1.46347, -2.99732], [0.21483, -1.51235, -0.32057], [0.40594, -3.23212, -0.51349], [-2.01507, -1.88961, -0.43334], [-1.79084, -3.56271, -0.91429], [-1.57221, -1.08426, -3.16963], [-4.53189, -1.94126, -3.13005], [-4.13958, -1.77650, -1.39868], [-0.66289, -4.53057, 4.50184], [-0.37540, -3.56472, 3.36772], [-1.10126, -3.84555, 2.17520], [-2.51073, -3.79132, 2.28855], [-3.04854, -2.42002, 2.66672], [-0.52857, -5.56026, 4.16970], [0.01923, -4.34012, 5.32963], [-1.67925, -4.42728, 4.88426], [0.67242, -3.63432, 3.07732], [-0.55107, -2.53171, 3.68677], [-2.89392, -4.55067, 2.97684], [-2.87369, -4.06673, 1.29458], [-2.79422, -2.14880, 3.69082], [-4.13597, -2.40849, 2.58588], [-2.63799, -1.64875, 2.00954], [1.07606, 5.94402, -0.68827], [1.47404, 4.78177, 0.20623], [2.74043, 4.22709, -0.09855], [3.84299, 5.11240, 0.02856], [4.04160, 5.65342, 1.43352], [1.16704, 5.66474, -1.73887], [0.04313, 6.23114, -0.48976], [1.69899, 6.82270, -0.51935], [0.76808, 3.96005, 0.07148], [1.42253, 5.07545, 1.26052], [3.75921, 5.93436, -0.69050], [4.70969, 4.52093, -0.26560], [3.23896, 6.32920, 1.73184], [4.97648, 6.21095, 1.48659], [4.08208, 4.83633, 2.15477]],
  "lowdin_charge": [-0.10, -0.25, -0.20, -0.22, -0.22, -0.35, 1.21, -0.31, 0.03, -0.70, 0.17, 0.25, 0.15, 0.08, 0.04, 0.08, 0.11, 0.11, 0.12, 0.11, 0.12, 0.08, 0.11, 0.13, 0.07, 0.10, 0.02, 0.12, 0.12, -0.07, -0.27, -0.18, -0.29, -0.07, 0.09, 0.08, 0.07, 0.12, 0.11, 0.11, 0.10, 0.08, 0.08, 0.07, -0.08, -0.29, -0.18, -0.28, -0.08, 0.08, 0.08, 0.07, 0.11, 0.11, 0.11, 0.12, 0.07, 0.08, 0.08]
}

Entry 2:
{
  "formula": "C14H22BF6HgN3O14S2",
  "method": "wB97M-V/def2-TZVPD",
  "homo_lumo_gap_ev": 1.28,
  "charge": 0,
  "total_energy_ev": -90828.70592,
  "homo_ev": -9.3,
  "symbols": ["Hg", "O", "C", "O", "B", "O", "C", "O", "O", "C", "O", "C", "O", "O", "C", "F", "F", "F", "S", "O", "O", "N", "S", "O", "O", "C", "F", "F", "F", "C", "C", "C", "O", "C", "N", "H", "H", "H", "H", "H", "H", "H", "H", "H", "H", "H", "C", "C", "C", "O", "C", "N", "H", "H", "H", "H", "H", "H", "H", "H", "H", "H", "H"],
  "coordinates": [[-0.05472, 0.91021, -0.46126], [5.47909, -4.49421, -0.86788], [4.64904, -5.37743, -0.82433], [4.79242, -6.64882, -0.44895], [3.48356, -7.28944, -0.39315], [2.60744, -6.40166, -1.20280], [3.22390, -5.22422, -1.41219], [2.73190, -4.17774, -1.83444], [3.02860, -7.28116, 1.00344], [2.72586, -8.53364, 1.38053], [2.34496, -8.78631, 2.52983], [3.09726, -9.50221, 0.22985], [3.48890, -8.75638, -0.79485], [3.07744, -10.72388, 0.27942], [-4.57658, 3.21564, 3.67116], [-4.95841, 3.40540, 4.93902], [-4.66422, 1.95021, 3.33536], [-5.32354, 3.93965, 2.85230], [-2.67466, 3.61961, 3.55419], [-2.42325, 4.60690, 4.62551], [-1.89512, 2.38582, 3.55676], [-2.45755, 4.23041, 1.85865], [-2.71976, 5.77668, 2.03950], [-3.88745, 6.10745, 2.88903], [-1.47636, 6.47537, 2.34476], [-3.32057, 6.42256, 0.30287], [-3.15922, 7.69980, 0.21318], [-2.49482, 5.86571, -0.57362], [-4.59673, 6.01576, 0.15138], [-5.93291, -0.58698, -2.47240], [-4.58943, -0.66865, -1.73935], [-4.39948, -2.07678, -1.05407], [-3.23525, -1.90681, -0.27544], [-3.08489, -2.83321, 0.82688], [-3.43565, -0.41714, -2.63703], [-6.18031, 0.45735, -2.66285], [-6.75287, -1.00483, -1.88830], [-5.94091, -1.19413, -3.37761], [-4.69753, 0.02116, -0.90235], [-4.20864, -2.82511, -1.82328], [-5.21803, -2.42431, -0.42378], [-3.75434, -2.68887, 1.67488], [-2.05841, -2.75790, 1.18573], [-3.16324, -3.82985, 0.39252], [-3.70257, 0.42770, -3.12190], [-3.45722, -1.15792, -3.32325], [6.06914, 2.72276, 1.03771], [4.67385, 2.67513, 0.34257], [4.75572, 3.01495, -1.20081], [3.43939, 2.93389, -1.79670], [3.55477, 3.30411, -3.19954], [4.00732, 1.34894, 0.60902], [6.59453, 3.61593, 0.69961], [6.70139, 1.86190, 0.82027], [6.01795, 2.80102, 2.12369], [3.99333, 3.38870, 0.80714], [5.31460, 2.24326, -1.73019], [5.21569, 4.00310, -1.19135], [4.33117, 2.75668, -3.73398], [3.75276, 4.37489, -3.24776], [2.56407, 3.15154, -3.62771], [4.05300, 1.15791, 1.59974], [4.72560, 0.68153, 0.36664]],
  "lowdin_charge": [0.66, 0.17, -0.34, 0.25, -0.84, 0.23, -0.31, 0.14, 0.22, -0.32, 0.13, -0.36, 0.22, 0.14, -0.65, 0.16, 0.16, 0.15, 0.75, -0.29, -0.31, -0.17, 0.60, -0.26, -0.22, -0.66, 0.20, 0.13, 0.14, -0.07, -0.40, -0.19, -0.23, -0.07, 0.08, 0.08, 0.08, 0.08, 0.13, 0.13, 0.13, 0.09, 0.09, 0.09, 0.07, 0.08, -0.06, -0.37, -0.18, -0.23, -0.09, 0.06, 0.07, 0.08, 0.08, 0.13, 0.13, 0.12, 0.09, 0.08, 0.08, 0.07, 0.07]
}

Entry 3:
{
  "formula": "C6H22O5",
  "method": "wB97M-V/def2-TZVPD",
  "homo_lumo_gap_ev": 9.23,
  "charge": 0,
  "smiles": "CC(C)O.CC(C)O.O.O.O",
  "total_energy_ev": -16815.70175,
  "relative_energy_kj_mol": 89.05,
  "homo_ev": -9.2,
  "symbols": ["C", "C", "C", "O", "H", "H", "H", "H", "H", "H", "H", "H", "C", "C", "C", "O", "H", "H", "H", "H", "H", "H", "H", "H", "O", "H", "H", "O", "H", "H", "O", "H", "H"],
  "coordinates": [[-24.22653, -9.95573, -18.43618], [-22.97038, -9.87143, -19.28600], [-22.06603, -11.04379, -18.92089], [-23.38656, -9.85169, -20.56893], [-25.02157, -9.25312, -18.68588], [-23.86760, -9.80683, -17.41780], [-24.77290, -10.88593, -18.59206], [-22.39151, -8.95961, -19.13904], [-21.19440, -11.13672, -19.56875], [-22.65511, -11.96057, -18.89658], [-21.67213, -10.98692, -17.90614], [-22.64092, -9.33835, -20.88845], [-18.35816, -10.62799, -23.05069], [-17.72730, -9.76982, -24.17566], [-16.84894, -10.55689, -25.17221], [-18.65968, -9.04491, -25.02726], [-18.71815, -11.58151, -23.43710], [-19.19973, -10.10965, -22.59114], [-17.58174, -10.81599, -22.30912], [-17.14733, -9.01158, -23.64955], [-16.44922, -9.94603, -25.98163], [-17.58226, -11.29165, -25.50459], [-16.05440, -11.08095, -24.64102], [-19.30227, -8.54336, -24.52020], [-19.57743, -6.27171, -22.07665], [-19.06383, -6.32278, -21.27053], [-18.94557, -6.44277, -22.77503], [-21.09261, -7.44410, -24.64837], [-20.80784, -7.64067, -25.54084], [-21.01864, -6.49244, -24.57697], [-21.60672, -8.07171, -21.57030], [-20.69196, -7.81495, -21.68663], [-22.07772, -7.59936, -22.25679]],
  "lowdin_charge": [-0.06, -0.58, -0.06, -0.03, 0.08, 0.08, 0.08, 0.13, 0.07, 0.08, 0.07, 0.03, -0.04, -0.46, -0.05, -0.08, 0.08, 0.07, 0.08, 0.11, 0.08, 0.08, 0.08, 0.03, -0.03, 0.06, 0.05, -0.03, 0.05, 0.05, -0.04, 0.00, 0.05]
}

Entry 4:
{
  "formula": "C21H36BN6O3Sn",
  "method": "wB97M-V/def2-TZVPD",
  "homo_lumo_gap_ev": [5.42, 5.52],
  "charge": 3,
  "total_energy_ev": -43925.13752,
  "homo_ev": [-17.4, -17.4],
  "symbols": ["Sn", "C", "C", "C", "C", "C", "N", "N", "B", "N", "N", "C", "C", "C", "C", "C", "N", "N", "C", "C", "C", "C", "C", "H", "H", "H", "H", "H", "H", "H", "H", "H", "H", "H", "H", "H", "H", "H", "H", "H", "H", "H", "H", "H", "H", "C", "O", "C", "C", "O", "C", "C", "O", "C", "H", "H", "H", "H", "H", "H", "H", "H", "H", "H", "H", "H", "H", "H"],
  "coordinates": [[-0.23826, -0.04126, -0.30339], [3.66160, -0.04383, -0.07138], [2.90039, -0.01716, 1.20499], [3.49345, 0.00292, 2.45975], [2.47291, 0.02492, 3.37254], [2.56438, 0.05196, 4.85772], [1.30588, 0.01829, 2.69362], [1.55324, -0.00624, 1.32579], [-0.05486, 0.01084, 3.34449], [-0.85740, 1.31664, 2.93698], [-0.90008, 1.73508, 1.71391], [-1.48000, 3.02361, 1.72767], [-1.66257, 3.77378, 0.47587], [-1.77172, 3.35490, 3.03412], [-1.38384, 2.28806, 3.82179], [-1.44291, 2.09719, 5.27550], [-0.82362, -1.31712, 2.95015], [-0.85098, -1.75879, 1.75112], [-1.37220, -3.07724, 1.79264], [-1.51511, -3.88219, 0.57435], [-1.66026, -3.40424, 3.09925], [-1.31318, -2.30501, 3.85386], [-1.37463, -2.09130, 5.30137], [4.72700, -0.04531, 0.14912], [3.44337, -0.93548, -0.64719], [3.45192, 0.82860, -0.67909], [4.54630, -0.00055, 2.67292], [3.61170, 0.05145, 5.15038], [2.10155, 0.94568, 5.27364], [2.09100, -0.81993, 5.30619], [0.03307, 0.02738, 4.52361], [-1.02727, 3.39271, -0.32451], [-2.70639, 3.70202, 0.15464], [-1.45723, 4.83303, 0.64097], [-2.20655, 4.27040, 3.38892], [-2.02552, 2.88950, 5.73770], [-1.87340, 1.12898, 5.53137], [-0.43413, 2.11534, 5.69806], [-0.89962, -3.50446, -0.24206], [-1.25822, -4.92260, 0.78447], [-2.56319, -3.87798, 0.25507], [-2.05285, -4.33470, 3.46631], [-1.92280, -2.90263, 5.77398], [-0.36550, -2.05984, 5.72235], [-1.85251, -1.14100, 5.54240], [-2.04418, 2.24674, -2.40481], [-0.73841, 1.73851, -2.11405], [0.09069, 1.70041, -3.27031], [1.42954, 1.17194, -2.82389], [1.31529, -0.05769, -2.08098], [1.37052, -1.27969, -2.84001], [0.01096, -1.69674, -3.33874], [-0.86824, -1.67264, -2.21965], [-2.20245, -2.04226, -2.58586], [-1.98907, 3.30292, -2.67004], [-2.65403, 2.11825, -1.51312], [-2.49274, 1.68658, -3.22891], [0.22535, 2.70922, -3.67663], [-0.37712, 1.08254, -4.04592], [1.89990, 1.88210, -2.13930], [2.10373, 1.01763, -3.66875], [1.77390, -2.03071, -2.15659], [2.07407, -1.15922, -3.66631], [0.07341, -2.70783, -3.75673], [-0.37287, -1.03006, -4.11965], [-2.23851, -3.09477, -2.87150], [-2.54748, -1.42535, -3.41874], [-2.84232, -1.86681, -1.72457]],
  "lowdin_charge": [1.63, 0.00, -0.29, 0.05, -0.23, 0.01, 0.02, -0.03, -0.48, 0.07, 0.10, -0.19, 0.02, 0.08, -0.13, 0.04, 0.07, 0.09, -0.19, 0.02, 0.08, -0.14, 0.04, 0.10, 0.08, 0.08, 0.14, 0.10, 0.09, 0.09, 0.11, 0.07, 0.12, 0.12, 0.15, 0.12, 0.09, 0.12, 0.08, 0.12, 0.12, 0.15, 0.12, 0.12, 0.09, -0.06, -0.37, -0.17, -0.13, -0.35, -0.13, -0.17, -0.38, -0.05, 0.12, 0.08, 0.11, 0.16, 0.13, 0.14, 0.16, 0.14, 0.16, 0.16, 0.13, 0.11, 0.11, 0.09]
}